No. 1
Computed, not measured: a molecular structure, C25H48IrP4S in a non-equilibrium geometry, with wB97M-V/def2-TZVPD.

Properties
**HOMO energy (spin up / spin down)**: -18.260 / -19.815 eV
**Charge**: +4
**ΔE to the lowest compared entry with this formula, charge and spin**: 10.4 kJ/mol
**Kohn-Sham gap (spin up / spin down)**: 8.17 / 5.59 eV
**Multiplicity**: 6
**Largest force on an atom**: 0.056 Eh/bohr
**<S²>**: 8.797

XYZ file:
```
79
Properties=species:S:1:pos:R:3:forces:R:3
H 0.18353 1.28972 -3.62165 -0.12 0.24 -0.20
H -0.05828 -2.57047 -1.69718 0.22 -0.02 -0.18
H 1.57809 -3.66709 0.64046 0.16 0.13 -0.01
H 0.87298 -1.85749 4.33248 -0.10 -0.17 -0.19
H 0.16761 0.48752 4.44033 -0.09 0.20 -0.20
H 3.16387 -0.17994 1.84877 -0.14 0.06 0.33
H -6.35587 -4.52718 -1.60044 0.06 0.33 0.27
C 2.50840 0.03547 2.70027 -0.13 0.01 0.08
C 5.41670 2.82699 -3.46404 0.34 0.29 0.00
C 0.09449 1.29591 3.70056 0.05 0.05 -0.16
P -0.63592 -1.99441 2.35076 -1.07 -2.11 1.65
H 0.40129 3.01663 -4.08160 -0.23 -0.18 0.17
C 0.90567 -2.07108 -1.84675 0.07 -0.20 -0.19
C -4.87060 -1.67465 -0.41971 0.54 -0.13 0.32
H -2.37605 -0.43027 3.09234 0.05 -0.36 0.16
H 2.66317 -2.57444 1.54892 -0.06 0.00 -0.29
H 1.57794 4.82262 -0.96157 -0.27 0.06 -0.17
H 2.73926 0.06714 -1.72049 0.02 -0.17 0.22
H -0.95862 1.51276 3.48531 0.23 0.00 0.20
C 3.09132 2.22107 -3.78597 1.13 -0.41 -0.78
H 3.80756 -0.94943 -0.71480 -0.19 0.15 -0.05
H -1.07370 0.84436 -1.66870 -0.01 0.11 0.65
C 0.56532 -2.62989 3.61748 0.19 0.41 -0.06
H 2.19191 2.90176 2.40198 -0.13 -0.18 -0.14
H -2.70757 0.60558 -0.85726 1.22 0.01 0.11
H -0.94434 -3.55245 0.47227 -0.11 -0.11 0.28
C 4.39786 2.30464 -4.26964 -1.50 -0.41 -0.43
H 4.60328 1.96569 -5.28593 0.08 0.04 0.32
H 3.56926 3.76919 -0.75404 0.12 -0.18 -0.38
C 5.11067 3.34825 -2.20073 -0.82 0.47 1.10
H -8.36098 -3.39979 -0.60708 0.29 0.23 -0.13
H 6.44254 2.85355 -3.83131 -0.21 -0.04 0.10
H 0.83304 3.12757 1.28002 0.33 -0.02 0.17
H -2.18582 -3.76267 1.75682 0.44 -0.08 -0.15
H 5.88646 3.78815 -1.57075 -0.16 -0.15 -0.30
P 0.95537 0.84087 2.15149 1.02 0.73 0.95
H -0.51148 -4.39186 1.99279 -0.38 0.23 -0.22
H -2.28151 -1.62377 -0.62201 -1.44 -0.25 0.38
H 0.56998 2.19812 4.11496 -0.16 -0.31 -0.04
H -4.10219 -3.45360 -1.37153 -0.37 -0.03 0.05
H -5.97499 0.11334 0.18690 -0.04 -0.42 -0.03
H 2.31989 1.74718 -4.39046 0.26 0.19 0.04
P 1.47161 -1.40690 -0.26063 1.63 -0.49 -1.39
C 1.63215 2.44073 1.57663 -0.02 0.08 -0.13
H 2.31483 2.28890 0.72989 -0.21 0.05 0.29
C -1.26902 1.57840 0.42775 -0.26 -0.16 -0.43
C -1.62574 0.81839 -0.71827 -0.44 0.74 0.18
H 0.78566 -1.25571 -2.57108 -0.04 -0.20 0.15
C -7.40139 -2.87621 -0.65474 -0.14 -0.43 -0.21
H 2.30261 -0.89190 3.24323 0.16 0.29 -0.13
C 0.74508 4.36301 -1.50640 -0.13 0.05 0.94
C -2.06382 -1.45138 3.34897 -0.18 -0.06 0.42
P 1.10441 2.58265 -1.80429 1.07 1.60 -1.87
H 0.56478 4.88497 -2.45525 0.16 -0.23 0.22
C -1.11774 -3.57922 1.55577 0.01 -0.27 0.07
H 1.63953 -2.79160 -2.23062 -0.19 0.12 -0.05
C 0.06928 2.33101 -3.29163 -0.10 -0.69 -0.11
C -5.00470 -2.93616 -1.04195 -0.87 -1.33 -0.59
H -1.77427 -1.49069 4.41162 -0.30 0.03 -0.31
C 2.77784 2.76087 -2.52703 -1.34 -0.59 0.65
H 3.03864 0.50273 -0.02692 -0.04 -0.30 -0.26
H 3.13715 -3.15177 -0.06037 -0.31 0.13 0.03
H -2.89142 -2.14988 3.15362 0.20 0.32 0.27
H 3.03066 0.73355 3.37063 -0.12 -0.21 -0.12
Ir -0.35883 -0.44065 0.72709 0.77 2.42 -0.56
C 2.28279 -2.83185 0.55444 -0.16 -0.07 0.26
S -3.29292 -1.21241 0.25878 -1.56 -0.65 -0.51
C -6.26424 -3.53602 -1.14748 1.50 -0.05 -0.26
C 2.89411 -0.33887 -0.71398 0.16 0.09 -0.03
H -0.99525 2.49339 -3.07121 0.37 0.13 -0.03
H 1.45030 -3.08285 3.15403 -0.28 0.18 0.12
C -7.30306 -1.53725 -0.25115 0.97 1.32 0.39
H -8.21449 -0.98428 -0.00069 0.45 -0.12 -0.07
H -0.56977 2.41890 0.35234 -0.19 -0.72 0.10
C 3.79603 3.33478 -1.73388 1.55 0.23 0.15
H -1.98036 1.65509 1.26005 -0.03 0.17 -0.52
H 0.06586 -3.42269 4.19646 -0.16 0.26 -0.31
C -6.04640 -0.92630 -0.14739 -1.09 0.20 0.58
H -0.14946 4.43359 -0.87762 0.08 0.17 -0.15
```
Forces are in eV/Å.

Atom charges from the Löwdin analysis, given in e for atoms 1 to 6: number 1, H, carries 0.05; number 2, H, carries 0.04; number 3, H, carries 0.06; number 4, H, carries 0.05; number 5, H, carries 0.06; number 6, H, carries 0.03



No. 2
Computed, not measured: 7 unconnected molecules or ions with the total composition C25H49Cl2N13O10S in a non-equilibrium geometry, with wB97M-V/def2-TZVPD.

Properties
**HOMO energy**: -8.442 eV
**Kohn-Sham gap**: 7.97 eV
**Largest force on an atom**: 0.173 Eh/bohr

XYZ file:
```
100
Properties=species:S:1:pos:R:3:forces:R:3
H -0.28447 -2.80987 -1.75424 -0.27 -0.05 -0.04
C 1.99569 3.27841 4.61695 5.59 0.17 2.59
H 4.15926 4.60567 -0.74100 -0.77 -1.75 2.03
C 1.38102 3.94948 -0.16780 -0.04 -0.32 -0.31
C 3.48434 2.11528 2.39204 4.80 -1.79 0.60
H 5.85920 5.06960 2.17421 -1.99 1.83 0.11
H 6.07974 -9.21498 -2.87657 -0.09 0.18 0.04
C 2.25214 3.85785 6.15180 1.17 -0.82 -1.19
H 4.26507 -0.04516 -2.90325 -1.78 1.37 -0.69
H 0.96748 3.27602 4.05975 2.17 0.02 1.26
C 4.74390 2.87483 4.89434 -1.51 0.11 -0.08
C 2.69481 2.99651 0.24125 -0.13 0.60 -1.43
C -0.57690 -6.12909 -2.98858 0.06 -0.49 -0.27
C 2.92385 1.73973 -0.80142 0.72 0.97 -5.10
H -7.13913 -1.24472 -4.85167 0.19 0.36 0.12
H -2.68098 1.74562 0.68753 1.78 1.53 0.71
C 3.34479 0.57636 -3.28168 -0.25 0.35 -0.18
C 3.65397 5.32993 1.34788 -0.64 -1.89 -0.25
C 3.66793 3.87146 6.95234 -0.70 -1.40 -4.34
Cl 2.92336 -0.07172 -0.25364 -0.11 3.00 -0.63
N -6.60961 -0.42934 -4.57219 -1.49 -0.35 -0.62
H 2.87193 4.89449 2.13024 1.80 1.19 -1.45
O -2.52275 -0.57186 -1.56671 -0.35 1.29 0.22
N -4.36830 -10.60626 -5.06640 0.06 -1.44 -0.01
H -3.11286 6.53321 6.32596 -0.05 -0.12 0.34
H 2.40823 -0.14429 -3.26586 1.81 1.66 0.22
H 3.76677 4.29814 8.06253 -0.28 -1.11 -2.86
C 3.11695 1.90110 -2.29882 -0.42 -2.08 3.84
H -3.71534 2.41670 3.99190 -0.55 1.91 -1.40
N 0.69143 -6.43090 -2.65712 0.97 0.31 0.57
N 3.71795 -9.00876 -3.65486 -1.12 -0.81 -0.74
H -5.09510 1.40611 -3.82115 0.03 -0.23 0.01
C -4.01329 -9.33041 -4.83020 0.31 0.08 0.20
O 3.84145 -6.97698 -2.68904 -0.15 0.01 0.02
N -1.22285 -7.09600 -3.66495 -0.63 0.13 -0.47
H 3.58482 7.49128 3.66087 1.21 -1.57 -0.22
O 4.60113 1.45787 2.08113 -7.06 4.06 1.17
H 5.00301 3.52991 0.54734 -2.44 0.95 -0.28
H -0.80971 -7.97928 -3.91240 -0.32 0.14 0.11
N -4.70244 0.48172 -3.76272 0.84 0.64 0.18
C 4.99077 5.87655 2.12174 -1.16 0.87 -1.34
H -7.03640 0.47878 -4.64527 0.12 -0.19 0.03
H 5.33311 6.86596 1.54707 -0.37 -2.35 1.43
N -4.86035 -8.41294 -5.33059 -0.50 1.23 -0.31
O -4.37693 4.41249 6.29692 -0.06 -0.04 0.00
O -4.86229 -1.74847 -4.04003 -0.30 -0.36 -0.19
H -4.87500 3.16663 2.64162 2.08 0.32 1.07
C -3.97881 4.99017 7.29615 -0.20 -0.26 -0.54
C -2.59672 3.87064 2.53787 -0.45 5.85 -0.60
C -0.52897 1.94548 -0.07460 -1.06 0.27 -0.76
Cl 3.08702 3.55124 -3.13177 0.05 -2.21 1.20
C 3.96391 4.05926 0.30308 1.16 0.69 -0.33
H 4.13109 -9.89203 -3.90232 -0.10 0.17 0.05
O -2.54209 5.20219 2.26653 0.35 -8.78 1.45
H -2.26596 3.53842 0.27326 1.31 -2.15 0.71
H -3.86993 4.98368 9.37433 -0.06 -0.09 -0.18
H 1.21330 -5.73021 -2.14717 0.01 -0.41 -0.24
H -5.69600 -8.64107 -5.84220 0.17 0.05 0.11
N 4.90572 3.36965 6.29085 -5.13 0.12 -2.66
S 4.40862 6.34070 3.88195 0.03 0.96 -0.92
H 1.13894 -7.30223 -2.88666 -0.01 0.33 0.13
C 0.18786 3.14103 -0.93592 -0.90 0.37 0.25
H 6.15410 -7.64297 -2.13709 -0.18 -0.29 -0.20
H -2.23312 -3.48692 -2.77999 0.21 -0.06 0.17
N 5.63223 -8.34365 -2.64703 1.32 0.09 0.52
H -2.18014 -6.90927 -3.93360 0.45 -0.42 0.17
H -3.75838 0.37024 -3.41662 -0.17 -0.02 0.25
N -2.64626 -2.60364 -2.53253 -0.62 -0.12 -0.07
H 1.30812 4.30094 6.72429 2.25 -1.10 -1.38
H -5.19508 -10.87369 -5.57343 0.16 0.06 0.11
H -0.21011 -1.23785 -1.01475 -0.14 -0.28 -0.17
C -2.00031 -1.63673 -1.85616 -0.43 -1.21 -0.64
H -4.25055 4.25604 4.05964 0.70 -1.84 -1.43
N -0.73198 -1.93854 -1.52470 1.56 0.42 0.68
O -3.00435 -9.02953 -4.21198 0.06 -0.08 -0.03
H 0.19283 1.28301 0.56344 -1.33 1.52 -0.96
H 0.46799 2.69437 -1.98229 -0.05 1.04 2.12
H -3.75777 -11.32825 -4.70675 -0.28 0.26 -0.15
H -2.95727 6.63696 8.05469 -0.08 -0.11 -0.16
H 3.50402 0.88023 -4.42010 -0.25 -0.36 2.67
C 3.42864 2.73515 3.94466 -1.89 1.60 3.03
O 2.33616 2.40200 1.53676 3.54 0.17 1.65
H 2.76066 -8.82202 -3.92352 0.47 -0.15 0.02
H -4.70214 3.65398 8.62403 0.21 0.35 0.00
C -3.96283 3.37051 3.34933 1.00 -0.01 0.22
C -1.81533 2.55572 0.77855 -0.62 -0.63 -2.09
H -3.60355 -2.41690 -2.80118 0.24 0.10 -0.17
C 4.36390 -8.04185 -2.97850 -0.17 0.72 0.25
H -0.66895 3.94421 -1.15420 1.89 -1.69 0.42
H 1.75911 4.82994 -0.87589 -0.76 -2.00 1.61
N -4.18987 4.52219 8.53956 -0.46 -0.88 1.13
H 0.98862 4.42265 0.85438 0.78 -1.14 -2.29
O -1.49310 2.92407 2.16559 -3.30 2.15 -0.06
H 5.75835 2.51408 4.37352 -2.51 0.88 1.42
H 3.09013 6.12659 0.69963 1.28 -1.21 1.53
C -5.35973 -0.63633 -4.11989 0.50 0.11 0.25
H -1.01861 1.20962 -0.87760 0.90 1.56 1.84
O -1.09934 -5.06422 -2.69913 -0.15 0.70 0.21
H -4.63008 -7.44022 -5.17495 -0.18 -0.35 -0.09
N -3.29339 6.14648 7.24318 0.69 1.18 -0.52
```
Forces are in eV/Å.

Atom charges from the Löwdin analysis, given in e for atoms 1 to 6: number 1, H, carries 0.08; number 2, C, carries 0.04; number 3, H, carries 0.10; number 4, C, carries -0.12; number 5, C, carries -0.25; number 6, H, carries 0.10



No. 3
Computed, not measured: a molecular structure, C25H49CrNO2SSi2 in a non-equilibrium geometry, with wB97M-V/def2-TZVPD.

Properties
**HOMO energy (spin up / spin down)**: -10.980 / -11.018 eV
**Charge**: +1
**ΔE to the lowest compared entry with this formula, charge and spin**: 0.0 kJ/mol
**Kohn-Sham gap (spin up / spin down)**: 7.10 / 7.58 eV
**Multiplicity**: 4
**Largest force on an atom**: 0.031 Eh/bohr
**<S²>**: 3.974

XYZ file:
```
81
Properties=species:S:1:pos:R:3:forces:R:3
C 3.00840 -2.34906 -2.60493 -0.22 -0.14 -0.17
H -2.19058 -5.19813 1.54056 0.26 -0.05 0.22
H -0.10294 3.87813 -3.87316 0.24 0.10 -0.01
H 1.98239 -4.88761 2.64587 -0.05 0.21 -0.17
H -5.06420 -1.85974 -0.42509 0.30 0.29 0.31
H 5.02510 -3.15210 -2.68473 -0.17 0.09 0.08
C -1.20089 -5.43716 1.95813 0.02 -0.28 0.26
C 3.19003 0.96049 1.00889 -0.53 0.48 -0.75
H 2.82714 1.69466 -5.35553 0.11 -0.04 0.24
H -1.82883 -3.17070 0.69849 0.53 0.76 0.30
C -4.65223 -0.26686 -1.74555 -0.15 0.13 -0.01
H 0.55660 1.76957 1.68399 -0.25 0.37 -0.08
Si 1.80348 2.40096 -3.20781 0.38 0.48 -0.59
H 5.81497 -1.60793 -0.85973 -0.35 -0.01 -0.23
C -0.50363 -3.30393 4.20893 -0.12 -0.07 0.08
C -4.44678 -0.93708 -0.40151 -0.20 -0.07 -0.10
O -4.86935 -0.07744 0.65666 -0.13 -0.58 -0.24
H 3.60763 2.90476 -1.63490 -0.48 -0.23 0.41
H -5.68511 -0.54358 3.87219 -0.09 0.07 -0.06
N 2.65250 -0.43194 -1.20485 0.51 -0.64 -0.03
C 3.54941 1.41500 2.30105 1.17 -0.95 0.46
H -3.39644 -1.23674 -0.24098 -0.17 0.04 -0.05
C 4.35538 -2.41934 -2.24325 -0.35 0.29 0.06
H 0.26827 -2.57108 4.48729 -0.20 -0.20 -0.07
H -1.20490 3.00967 -1.77005 0.09 0.02 0.34
C -4.91371 -0.78324 1.89217 0.13 -0.13 0.21
C -1.34099 2.52079 -0.79701 -0.46 -0.28 -0.68
H 0.28283 0.61304 -1.99768 -0.06 0.18 -0.81
S 5.43076 -0.26182 1.61462 -0.91 0.78 0.05
H 1.40110 4.81175 -3.68085 -0.12 -0.15 -0.13
H -1.51346 1.45442 -1.01191 -0.05 0.21 0.12
H -5.63701 0.98313 2.96378 0.08 -0.13 -0.06
C 4.71634 0.78655 2.78037 -1.05 0.82 -0.52
H -1.35470 -6.10690 2.81220 0.03 0.01 -0.15
C -0.12825 2.57716 1.34666 -0.26 0.47 -0.23
C -1.03871 -2.60585 1.25300 -0.46 -0.66 -0.09
H 0.14202 4.01499 2.94336 0.17 -0.09 -0.16
H -1.47180 -1.73083 1.74668 0.16 0.00 -0.27
H -1.14439 2.31930 1.65886 0.30 -0.11 -0.05
C 4.80157 -1.55073 -1.26664 0.29 0.22 0.19
H -0.23466 -2.37090 0.56602 0.01 0.54 -0.40
C 0.98091 3.86942 -4.05507 -0.02 0.05 0.04
H 1.13103 3.84179 -5.14287 -0.03 -0.02 0.24
C -2.54745 3.09596 -0.06557 -0.15 -0.01 0.01
H -5.72139 -0.06270 -1.88582 0.27 0.02 -0.01
C 4.14251 0.11121 0.49167 0.52 0.20 0.87
H 2.10501 3.76092 -1.10022 0.21 -0.65 -0.14
H 5.18169 0.92846 3.75413 -0.09 -0.06 -0.34
H -1.48793 -2.84037 4.36240 0.20 -0.19 0.07
H -6.86594 -0.24376 2.57426 0.16 0.17 0.17
H 2.96094 2.13953 2.85423 0.24 -0.16 0.17
H 3.43985 0.68122 -4.02685 -0.01 0.23 -0.05
H -0.66146 -6.01061 1.18980 -0.06 0.18 0.18
C -5.82651 -0.09049 2.88753 -0.15 -0.10 -0.25
Si -0.28109 -3.85675 2.43845 -0.10 -0.13 -0.22
O -0.07732 2.66114 -0.12302 0.69 -0.94 0.90
C 2.19508 -1.36526 -2.05866 0.33 0.15 -0.32
C 0.27401 3.94501 1.85718 0.22 0.16 0.27
Cr 1.66011 1.25579 -0.44488 1.19 0.52 -0.22
H 2.12220 -3.12683 2.43814 -0.18 -0.22 -0.06
H 4.07066 2.33061 -4.25376 -0.25 -0.15 -0.04
H 1.14570 -1.29430 -2.32805 0.27 -0.11 -0.03
H -4.33217 -0.94631 -2.54158 -0.02 0.09 0.08
H -3.03670 2.31823 0.53947 0.08 0.39 -0.07
H -3.88799 -0.86897 2.29191 -0.16 -0.03 -0.06
C 1.56783 -4.02093 2.11050 0.03 0.02 0.00
C 3.16506 1.70858 -4.30888 -0.05 -0.06 0.04
H -3.27769 3.42427 -0.82357 0.26 -0.07 0.37
C 0.46891 1.07884 -3.00685 -0.49 -0.44 0.14
C 3.93081 -0.60156 -0.72910 -0.87 -0.52 -0.17
C 2.50734 2.82259 -1.54404 0.13 0.15 0.40
H 0.72329 0.26390 -3.70113 -0.24 0.15 0.29
H -0.49063 1.51288 -3.32183 0.21 -0.28 0.15
H -0.40749 -4.17659 4.86499 -0.05 0.24 0.10
H -2.27525 3.95747 0.56777 -0.24 -0.31 -0.37
H 1.32544 4.14652 1.60008 -0.33 0.02 0.14
H 1.75499 -4.15343 1.03682 0.03 -0.08 0.17
H -0.34980 4.73472 1.40976 0.22 -0.38 0.06
H 2.58470 -3.04731 -3.32245 0.06 0.13 0.20
H -5.29665 -1.81270 1.73567 0.23 0.37 -0.05
H -4.10698 0.67614 -1.85420 -0.01 -0.10 0.11
```
Forces are in eV/Å.

Atom charges from the Löwdin analysis, given in e for atoms 1 to 6: number 1, C, carries -0.04; number 2, H, carries 0.02; number 3, H, carries 0.03; number 4, H, carries 0.04; number 5, H, carries 0.12; number 6, H, carries 0.13



- Number 1 is which compound?
  C25H48IrP4S